Record 1
Below is a 2-piece molecular cluster, C11H14N2O overall in a non-equilibrium geometry, with properties calculated with ωB97M-V/def2-TZVPD.

Each line ends with the natural charge from an NBO analysis.
Atoms and positions in Å:
O 0.6159 3.5119 0.6997  -0.58
N -1.4589 -2.9702 -0.7363  -0.55
N 0.8564 1.6426 2.0253  -0.87
C -0.9620 -0.8471 -0.4963  -0.08
C 2.6856 2.4559 0.4793  -0.71
C -1.2204 -1.4190 0.8734  -0.07
C -1.5592 -2.6878 0.6891  -0.05
C -0.4885 -1.8581 -2.7121  -0.27
C 1.3130 2.6736 1.1399  0.70
C -0.0715 -0.5254 -3.0756  -0.19
C -1.1800 -0.5386 2.1035  -0.61
C -0.9132 -1.9253 -1.4089  0.14
C -0.1664 0.5744 -2.2375  -0.27
C -0.5800 0.4636 -0.8973  -0.17
H -0.8075 1.2678 -0.2997  0.22
H 1.6109 1.0013 2.4145  0.39
H 0.2161 1.5429 -2.6175  0.22
H -1.6544 0.3542 1.9646  0.21
H -1.8606 -0.9921 2.6952  0.21
H 3.4061 2.1690 1.2860  0.20
H -1.6262 -3.9338 -1.0816  0.41
H -0.2598 -0.2963 2.8166  0.20
H 0.1912 -0.3213 -4.1442  0.21
H 3.0113 3.3404 -0.0293  0.24
H 0.1454 1.8902 2.7429  0.40
H 2.5935 1.6034 -0.0995  0.24
H -1.4638 -3.5305 1.3274  0.21
H -0.3729 -2.6456 -3.4218  0.22

Output
SMILES: Cc1c[nH]c2ccccc12.CC(N)=O
Largest force on an atom (eV Å⁻¹): 4.08
ΔE to the lowest compared entry with this formula, charge and spin (eV): 2.433
Energy (Eh): -612.26132
Frontier orbital gap (eV): 8.63

---

Record 2
Below is a 2-piece molecular cluster, C11H14N2O overall in a non-equilibrium geometry, with properties calculated with ωB97M-V/def2-TZVPD.

Each line ends with the natural charge from an NBO analysis.
Atoms and positions in Å:
O 1.4440 3.1541 2.9334  -0.61
N 1.1924 -0.7505 -1.9335  -0.53
N 1.6397 2.8805 0.7060  -0.83
C 1.6120 -1.8315 -1.1633  -0.04
C -0.6665 -1.2572 -0.6923  -0.10
C 0.1786 1.3876 2.0726  -0.72
C -0.1245 -0.3805 -1.7963  0.15
C 1.1134 2.5441 1.9245  0.65
C -2.5759 0.1234 -0.7120  -0.24
C -2.1113 0.8434 -1.7752  -0.20
C -0.8119 0.6448 -2.2692  -0.26
C 0.3201 -2.9402 0.8565  -0.65
C -1.8665 -1.0071 -0.1447  -0.20
C 0.4142 -2.0813 -0.3861  -0.09
H 1.9388 2.1884 0.0951  0.38
H 1.0785 -2.5546 1.5883  0.22
H 1.8250 -0.3487 -2.6253  0.40
H -3.4369 0.3463 -0.2424  0.20
H 2.5664 -2.3935 -1.2544  0.24
H -0.3710 1.3461 -2.9404  0.21
H -0.6797 -2.8335 1.3775  0.21
H 0.2721 -4.0497 0.7941  0.22
H 0.1247 0.9003 3.1102  0.25
H -2.2359 -1.6294 0.7390  0.22
H 2.3601 3.7481 0.6981  0.40
H -0.8788 1.6820 1.9384  0.25
H 0.4504 0.4905 1.2856  0.22
H -2.7714 1.7780 -2.1842  0.22

Output
SMILES: Cc1c[nH]c2ccccc12.CC(N)=O
Largest force on an atom (eV Å⁻¹): 4.96
ΔE to the lowest compared entry with this formula, charge and spin (eV): 2.832
Energy (Eh): -612.24669
Frontier orbital gap (eV): 8.29

---

Record 3
Below is a 2-piece molecular cluster, C11H14N2O overall in a non-equilibrium geometry, with properties calculated with ωB97M-V/def2-TZVPD.

Each line ends with the natural charge from an NBO analysis.
Atoms and positions in Å:
O -1.8284 0.7079 -2.5830  -0.64
N 0.3842 0.4597 -2.9705  -0.81
N -0.7713 1.6168 0.2176  -0.55
C 0.3270 2.2920 0.7092  -0.04
C 0.0084 -2.1688 1.5764  -0.25
C 0.4820 0.1676 1.3909  -0.14
C -0.8529 -0.0195 -2.6970  0.68
C -1.5972 -0.7234 0.4152  -0.26
C -0.6622 0.3034 0.5960  0.21
C 2.2471 1.8738 2.3564  -0.63
C 0.8329 -1.1114 1.8481  -0.19
C -1.2023 -1.9637 0.8537  -0.23
C -1.0110 -1.4852 -2.5400  -0.77
C 1.0839 1.4657 1.4843  -0.07
H -1.6260 1.9819 -0.1646  0.43
H 0.4808 1.4538 -2.8747  0.41
H -0.3954 -2.2175 -3.0745  0.22
H 3.1374 1.4905 1.8489  0.21
H -0.8973 -1.7845 -1.4996  0.27
H 1.8291 -1.2988 2.2285  0.21
H 0.5240 3.3274 0.4818  0.21
H -2.4713 -0.5531 -0.1833  0.23
H 2.1042 1.4184 3.3311  0.22
H 0.2363 -3.2175 1.6828  0.21
H -1.8798 -2.8108 0.8390  0.21
H -1.9732 -1.9498 -2.7324  0.24
H 2.3568 2.9506 2.4097  0.22
H 1.1342 -0.2054 -2.9503  0.40

Output
SMILES: Cc1c[nH]c2ccccc12.CC(N)=O
Largest force on an atom (eV Å⁻¹): 2.67
ΔE to the lowest compared entry with this formula, charge and spin (eV): 0.775
Energy (Eh): -612.32225
Frontier orbital gap (eV): 8.65

---

Record 4
Below is a 2-piece molecular cluster, C11H14N2O overall in a non-equilibrium geometry, with properties calculated with ωB97M-V/def2-TZVPD.

Each line ends with the natural charge from an NBO analysis.
Atoms and positions in Å:
O 2.1305 -0.5633 -2.5652  -0.59
N -1.1065 1.5137 -1.1615  -0.55
N 0.9612 -2.4496 -2.6429  -0.82
C -0.9389 0.5043 -0.1937  0.17
C -0.9596 1.0644 1.1562  -0.07
C -1.0872 2.5187 0.9367  -0.12
C -0.8643 0.3388 2.3038  -0.22
C 2.0210 -1.6914 -2.1996  0.68
C -1.0710 2.7329 -0.4256  -0.02
C -0.9869 -1.6421 0.8567  -0.23
C -1.1507 3.4467 1.9614  -0.63
C -0.8442 -1.0215 2.0769  -0.23
C 3.1358 -2.3818 -1.3718  -0.73
C -1.0732 -0.8705 -0.2777  -0.25
H 0.1156 -2.0078 -2.9337  0.38
H -0.8933 -1.1747 -1.3215  0.19
H 4.1683 -2.5790 -1.7520  0.25
H -0.3201 3.1180 2.7087  0.21
H 3.3325 -1.6141 -0.5116  0.25
H -2.1473 3.4570 2.4877  0.23
H 0.6607 -3.2476 -2.1373  0.38
H -1.0858 -2.7889 0.7264  0.22
H 2.7876 -3.3413 -0.9165  0.21
H -1.0880 -1.5737 3.0428  0.20
H -0.8506 0.5922 3.3382  0.23
H -0.8387 3.7446 -0.8580  0.22
H -0.7583 4.5305 1.7736  0.22
H -1.2487 1.3855 -2.1006  0.41

Output
SMILES: Cc1c[nH]c2ccccc12.CC(N)=O
Largest force on an atom (eV Å⁻¹): 6.26
ΔE to the lowest compared entry with this formula, charge and spin (eV): 2.550
Energy (Eh): -612.25702
Frontier orbital gap (eV): 8.64

---

Record 5
Below is a 2-piece molecular cluster, C11H14N2O overall in a non-equilibrium geometry, with properties calculated with ωB97M-V/def2-TZVPD.

Each line ends with the natural charge from an NBO analysis.
Atoms and positions in Å:
O -1.3783 -3.7159 1.2756  -0.56
N 1.2220 0.4333 -1.6208  -0.52
N 0.2333 -1.8509 1.0376  -0.88
C -0.6852 1.9228 1.0061  -0.05
C 0.0968 0.9987 -1.1622  0.20
C 1.8141 1.4502 0.3563  0.11
C 2.6750 1.7188 1.5389  -0.66
C 0.3789 1.5731 0.1863  -0.14
C -0.8245 -3.2431 -0.9047  -0.71
C -1.2488 1.1210 -1.6420  -0.22
C -2.2062 1.4915 -0.7269  -0.07
C -1.9717 1.8199 0.5727  -0.25
C -0.7374 -2.8731 0.5700  0.66
C 2.3474 0.7434 -0.7615  0.13
H 3.0486 0.8801 2.0087  0.26
H -1.2534 -4.2983 -1.1495  0.27
H 3.2682 0.3433 -1.1695  0.27
H -3.1606 1.6286 -1.2481  0.25
H -1.5918 -2.5503 -1.4348  0.22
H 3.5540 2.1916 1.2978  0.26
H 2.0508 2.2342 2.4247  0.25
H -2.7520 2.0698 1.2465  0.25
H 1.0532 -0.1001 -2.5291  0.46
H -1.5101 0.7255 -2.6305  0.24
H 0.2636 -1.7751 2.0366  0.42
H 0.4735 -1.1191 0.3091  0.39
H -0.0148 -3.1431 -1.4526  0.20
H -0.4199 2.2248 1.9703  0.23

Output
Net charge: +1
Largest force on an atom (eV Å⁻¹): 5.69
2S+1: 2
ΔE to the lowest compared entry with this formula, charge and spin (eV): 3.166
Energy (Eh): -611.94697
Frontier orbital gap (spin up / spin down) (eV): 8.08 / 4.68

---

Record 6
Below is an isolated molecule of C11H14N2O4 in a non-equilibrium geometry, with properties calculated with ωB97M-V/def2-TZVPD.

Each line ends with the natural charge from an NBO analysis.
Atoms and positions in Å:
O -1.7896 1.9363 1.5160  -0.71
O -4.1193 -0.4363 -1.8420  -0.60
O 5.6078 -0.3220 0.2643  -0.64
O -0.3539 2.5816 -0.0352  -0.57
N -3.3291 -0.3310 1.7649  -0.86
N -2.2200 0.2721 -0.9874  -0.62
C -3.5306 -1.2354 0.5488  -0.33
C 1.9853 -0.9957 0.1090  -0.18
C -0.9768 1.6684 0.4169  0.78
C 0.1864 0.2010 -1.2226  -0.41
C 1.5612 0.1097 -0.5833  -0.08
C 2.6004 1.0709 -0.9751  -0.15
C 3.3567 -1.1486 0.5505  -0.33
C -3.3012 -0.4968 -0.9595  0.70
C -0.9764 0.2577 -0.2617  -0.15
C 4.2938 -0.2078 0.1787  0.33
C 3.7601 0.9895 -0.3696  -0.26
H 4.4438 1.8609 -0.5106  0.22
H -4.5291 -1.6508 0.6353  0.21
H -2.1423 0.6430 -1.9374  0.41
H 3.6084 -1.8651 1.2780  0.21
H 5.8142 -1.2729 0.4952  0.49
H 2.2631 1.8725 -1.6865  0.23
H -2.3682 1.1721 1.6616  0.50
H -3.2037 -0.8252 2.6301  0.38
H 1.3363 -1.8043 0.3427  0.20
H -0.7900 -0.4917 0.5404  0.23
H -4.2675 0.0890 1.8285  0.38
H -0.1598 -0.6032 -2.0042  0.21
H -2.9413 -2.1090 0.4309  0.21
H 0.1813 1.0712 -1.8166  0.23

Output
SMILES: NCC(=O)N[C@@H](Cc1ccc(O)cc1)C(=O)O
Largest force on an atom (eV Å⁻¹): 5.51
ΔE to the lowest compared entry with this formula, charge and spin (eV): 2.267
Energy (Eh): -837.99333
Frontier orbital gap (eV): 8.94

---

Record 7
Below is C11H14N2O6V as an isolated structure, with properties calculated with ωB97M-V/def2-TZVPD.

Each line ends with the natural charge from an NBO analysis.
Atoms and positions in Å:
V 0.3094 -1.4275 -0.5439  1.32
O -0.7392 -1.2793 1.2223  -0.58
O 4.5759 2.5267 -0.1416  -0.65
O 2.1786 -1.4070 -0.6146  -0.70
O -0.8662 -2.9606 -1.0350  -0.53
O 4.0333 -0.1924 -0.2660  -0.54
O 3.2710 4.3176 -0.0250  -0.54
N 0.0609 1.8516 -0.7863  -0.30
N 0.6758 0.6614 -0.7868  -0.34
C 2.8521 -0.2720 -0.4690  0.77
C -2.9116 -0.5326 1.6488  -0.43
C 2.1827 2.2959 -0.4184  -0.23
C 3.3987 3.1332 -0.1524  0.78
C 0.9259 2.8540 -0.5694  0.06
C -1.9327 0.5003 2.2511  -0.44
C -0.6637 -2.2631 -2.0434  0.36
C -1.2120 -2.5733 -3.3770  -0.74
C -2.0797 -1.7917 1.5160  -0.07
C -0.5621 -0.1698 2.1582  -0.07
C 1.9612 0.9214 -0.5529  0.06
H -1.9581 1.4379 1.6988  0.22
H -0.2508 -0.6129 3.1036  0.21
H -1.4513 -3.6308 -3.4723  0.26
H 0.6223 3.8880 -0.5598  0.27
H 4.5146 1.5634 -0.3227  0.51
H -3.7857 -0.6976 2.2747  0.25
H -3.2656 -0.2096 0.6693  0.21
H -0.5384 -2.2365 -4.1617  0.26
H -2.1347 -1.9902 -3.4764  0.27
H -0.9183 1.9188 -1.0146  0.43
H -2.3605 -2.4744 0.7225  0.23
H -2.0023 -2.3397 2.4561  0.20
H 0.2394 0.4606 1.7802  0.20
H -2.1687 0.7297 3.2877  0.24

Output
Net charge: +1
Largest force on an atom (eV Å⁻¹): 0.47
2S+1: 3
ΔE to the lowest compared entry with this formula, charge and spin (eV): 0.000
Energy (Eh): -1932.33574
Frontier orbital gap (spin up / spin down) (eV): 9.09 / 9.32

---

Record 8
Below is C11H14N2OPYb as an isolated structure in a non-equilibrium geometry, with properties calculated with ωB97M-V/def2-TZVPD.

Each line ends with the natural charge from an NBO analysis.
Atoms and positions in Å:
Yb 0.7136 1.3737 0.9051  1.62
P 1.3918 2.5224 3.3779  -0.15
O -1.8779 -4.0031 0.5317  -0.63
N -0.1506 -5.4718 0.2836  -0.83
N 0.6675 -0.7191 0.3922  -0.79
C -1.1285 4.0852 -2.8714  -0.33
C -0.7909 3.4729 -1.6311  -0.41
C 1.7182 -3.2705 0.6307  -0.27
C 2.0171 -0.8912 0.4285  -0.22
C -1.9210 2.6047 -1.2505  -0.40
C 0.3318 -3.0951 0.4609  -0.24
C -2.9064 2.7246 -2.2696  -0.32
C -0.6746 -4.2080 0.4137  0.65
C -2.4224 3.6278 -3.2656  -0.31
C -0.1656 -1.7945 0.3692  0.12
C 2.5629 -2.1690 0.5993  -0.19
H 0.7788 -5.6210 -0.0808  0.39
H 2.6677 -0.0073 0.2942  0.15
H -2.0001 2.0067 -0.3354  0.14
H -0.5033 4.7815 -3.4279  0.20
H -0.8194 -6.2124 0.1332  0.40
H -3.8680 2.2145 -2.2888  0.20
H 2.1216 -4.2714 0.7853  0.21
H 0.1220 3.6402 -1.0492  0.14
H -1.2275 -1.5619 0.2787  0.23
H 3.6437 -2.2705 0.6994  0.22
H 0.3616 2.8993 4.3077  0.07
H 2.0690 3.7924 3.3939  0.07
H -2.9531 3.9234 -4.1684  0.20
H 2.2421 1.8976 4.3532  0.07

Output
Largest force on an atom (eV Å⁻¹): 2.56
2S+1: 2
ΔE to the lowest compared entry with this formula, charge and spin (eV): 0.484
Energy (Eh): -2112.15757
Frontier orbital gap (spin up / spin down) (eV): 4.13 / 4.44